(1)
The following is a DFT calculation (ωB97M-V/def2-TZVPD) of 2 unconnected molecules or ions with the total composition C3H5F2P.

```
11
Properties=species:S:1:pos:R:3
P -3.26608 -0.13485 0.55420
F -3.24337 -0.99920 -0.82410
F -3.18148 1.28073 -0.23251
C -0.02514 -0.14397 1.06690
C 2.00224 -0.02586 -0.36118
C 0.53750 0.18546 -0.04398
H 2.53533 0.92246 -0.29520
H 2.09689 -0.41071 -1.37517
H 0.12504 -0.60087 2.01195
H 2.44515 -0.73458 0.33731
H -0.02608 0.66141 -0.83821
```

## Properties
**Frontier orbital gap (spin up / spin down)**: 0.297 / 0.306 Ha
**Electronic energy**: -17913.40844 eV
**Relative energy (zero: lowest compared OMol25 entry of this formula, charge and spin)**: 62.1 kcal per mole
**Molar mass**: 110.04 g mol⁻¹
**Maximum force**: 1.89 eV/A
**Highest occupied orbital energy (spin up / spin down)**: -0.3150 / -0.3026 hartree

Results of the Löwdin charge analysis, in e, for atoms 1 through 6: 0.844, -0.398, -0.399, 0.043, -0.111, -0.295



(2)
The following is a DFT calculation (ωB97M-V/def2-TZVPD) of a single C3H5FN2 molecule.

```
11
Properties=species:S:1:pos:R:3
F 0.11224 -0.83318 2.39608
N -0.62582 -0.43008 1.24607
N 0.36053 0.90598 -1.03063
C -0.27013 -1.08233 0.07708
C 0.45869 1.69024 -0.01615
C -0.11372 -0.25581 -1.19161
H -0.21981 1.49569 0.76032
H -0.47108 -0.73330 -2.09632
H -1.04020 -1.80791 -0.17792
H 1.14034 2.61240 -0.10327
H 0.66896 -1.56170 0.13636
```

## Properties
**Frontier orbital gap (spin up / spin down)**: 0.268 / 0.329 Ha
**Electronic energy**: -8883.65083 eV
**Relative energy (zero: lowest compared OMol25 entry of this formula, charge and spin)**: 126.7 kcal per mole
**Molar mass**: 88.08 g mol⁻¹
**Maximum force**: 3.00 eV/A
**Highest occupied orbital energy (spin up / spin down)**: -0.2890 / -0.3461 hartree

Results of the Löwdin charge analysis, in e, for atoms 1 through 6: -0.104, 0.048, -0.031, -0.263, -0.008, -0.124